1:
A molecular structure, C7H10N. Source: the Open Molecules 2025 dataset; level of theory: ωB97M-V/def2-TZVPD.

Lowest unoccupied orbital energy (spin up / spin down)   -0.20023 / -0.16360 hartree
Kohn-Sham gap (spin up / spin down)   7.539 / 9.346 eV
HOMO (spin up / spin down)   -12.99 / -13.80 eV
Net charge   +1

CARTESIAN COORDINATES (ANGSTROEM)
C: -0.35737 -0.14848 -1.86157
C: -0.63838 0.04707 -0.58987
C: -1.45595 0.58476 -2.49715
C: -1.88343 0.77514 -1.03294
C: 0.05934 -1.65045 1.25588
C: 1.22725 -0.81273 0.72486
C: 2.40164 -0.20401 1.33272
N: -0.07363 -0.19292 0.65981
H: -1.22330 1.49708 -2.98164
H: -2.11519 -0.00380 -3.07457
H: -2.84694 0.22994 -0.88853
H: -2.05429 1.82430 -0.57989
H: -0.18941 -2.52494 0.60797
H: -0.07811 -1.87561 2.32467
H: 3.03414 0.23407 0.50347
H: 3.04570 -0.92955 1.88583
H: 2.12994 0.62376 1.96308
H: -0.54194 0.58879 1.19221

=====

2:
A gas-phase ion, C7H10N (charge +1). Source: the Open Molecules 2025 dataset; level of theory: ωB97M-V/def2-TZVPD.

Lowest unoccupied orbital energy   -0.16957 hartree
Kohn-Sham gap   10.059 eV
Structure (SMILES)   C1CC(=[N+]=C2CC2)C1
HOMO   -14.67 eV
Net charge   +1

CARTESIAN COORDINATES (ANGSTROEM)
C: -2.71826 -0.18873 0.31791
C: -1.51346 -1.05654 -0.07909
C: -0.69762 0.14665 -0.19783
N: 0.54056 0.26440 -0.30558
C: 1.78477 0.04062 -0.17883
C: 2.71668 -0.43820 0.84995
C: 3.34153 -0.03808 -0.42770
C: -1.84799 1.09808 -0.00988
H: -3.69476 -0.17629 -0.32802
H: -3.03381 -0.22011 1.42497
H: -1.31923 -1.67587 0.73673
H: -1.55106 -1.63177 -1.01267
H: 2.50909 -1.40639 1.04534
H: 3.08207 0.12094 1.80912
H: 4.08102 0.83583 -0.43966
H: 3.72703 -0.80892 -1.10453
H: -2.26266 1.50674 -0.93146
H: -1.60965 1.89904 0.64059

=====

2 is favored, and the nearest alternative lies 353.2 kJ/mol above it.